83
Properties=species:S:1:pos:R:3:forces:R:3:mulliken_charge:R:1 method="wB97M-V/def2-TZVPD" homo_lumo_gap_ev=8.52 total_charge=-1 lumo_energy_ev=1.60
F 20.871000 15.818000 14.838000 -0.18 -0.09 0.15 -0.82
C 24.099000 17.731000 16.824000 -0.91 2.74 0.55 -0.74
C 24.021000 16.571000 15.877000 -1.25 0.59 0.07 1.36
C 23.839000 16.991000 14.382000 -1.20 -5.34 1.95 0.14
O 25.099000 16.809000 13.859000 2.64 1.89 -1.28 -0.44
C 25.889000 16.071000 14.630000 2.50 -0.61 -0.42 0.43
O 27.024000 15.740000 14.256000 -3.60 0.59 2.04 -0.62
O 25.211000 15.788000 15.823000 1.68 0.03 -1.33 -0.48
H 23.030000 18.173000 16.848000 1.55 0.18 -1.14 -0.13
H 24.950000 18.630000 16.755000 -2.33 -2.76 0.17 0.17
H 23.849000 17.332000 17.784000 1.61 -0.34 1.43 0.48
H 23.182000 15.895000 16.283000 1.09 1.01 -1.08 -0.58
H 23.287000 17.887000 14.189000 0.19 0.32 -0.49 0.66
H 23.473000 15.976000 14.062000 -1.95 1.65 -0.52 -0.15
C 22.161000 11.433000 13.449000 -1.44 -3.40 0.14 -1.35
C 22.782000 12.691000 13.937000 1.37 -0.98 1.34 0.94
C 23.982000 12.669000 14.918000 -2.47 1.50 2.62 -0.01
O 25.088000 12.517000 14.099000 -0.32 0.04 0.47 -0.37
C 24.712000 12.984000 12.910000 7.70 0.22 -3.79 0.42
O 25.665000 13.101000 12.057000 -5.03 -0.10 2.52 -0.68
O 23.458000 13.276000 12.839000 -1.50 1.47 -1.61 -0.09
H 21.593000 10.825000 14.311000 1.54 1.34 -1.62 0.30
H 22.806000 10.684000 12.830000 -0.92 1.47 1.23 0.30
H 21.307000 11.762000 12.822000 0.53 -0.37 -0.06 0.29
H 21.945000 13.190000 14.358000 -0.27 1.80 0.04 -0.19
H 23.834000 11.779000 15.521000 0.45 0.23 0.68 0.50
H 23.978000 13.734000 15.587000 0.29 -3.10 -1.79 -0.16
C 17.317000 15.507000 14.463000 0.32 1.60 0.50 -1.10
C 18.198000 15.065000 13.309000 0.24 0.20 -0.42 1.01
C 18.898000 13.723000 13.521000 -3.96 -1.75 3.63 1.58
O 18.506000 12.868000 12.479000 -0.65 0.53 -0.71 -0.35
C 17.641000 13.575000 11.698000 -0.76 -4.17 -4.01 0.64
O 17.154000 13.090000 10.666000 1.07 1.17 2.61 -0.66
O 17.435000 14.755000 12.122000 -1.37 2.19 0.70 -0.41
H 16.781000 16.475000 14.043000 0.59 -2.03 1.36 0.29
H 18.082000 15.829000 15.306000 -1.61 -0.61 -1.60 0.10
H 16.623000 14.667000 14.847000 0.97 1.53 -0.76 0.32
H 18.828000 15.902000 12.899000 -0.01 -0.93 1.29 -0.15
H 18.647000 13.137000 14.580000 0.32 1.81 -2.49 -0.03
H 19.868000 13.840000 13.515000 5.21 0.64 0.04 -1.27
C 18.706000 19.525000 16.951000 1.78 -7.12 1.49 -1.42
C 20.220000 19.184000 16.837000 -0.35 -1.64 -1.41 0.70
C 20.882000 19.015000 15.352000 3.08 -0.31 4.85 0.16
O 21.748000 20.147000 15.321000 -0.73 -1.44 -3.48 -0.39
C 21.709000 20.790000 16.407000 3.70 5.39 -0.27 0.69
O 22.398000 21.811000 16.484000 -1.31 -1.32 1.26 -0.69
O 20.911000 20.301000 17.274000 -0.63 0.45 3.32 -0.34
H 18.199000 18.549000 16.645000 0.48 0.96 -0.05 0.25
H 18.589000 20.113000 16.183000 -1.71 4.21 -3.27 0.51
H 18.317000 19.579000 17.943000 0.11 1.35 0.58 0.37
H 20.527000 18.295000 17.400000 -0.20 0.28 0.19 0.16
H 20.260000 19.008000 14.590000 -3.07 0.04 -3.61 0.83
H 21.657000 18.255000 15.262000 -1.32 -1.08 0.30 -1.00
C 18.881000 13.778000 19.034000 8.51 -7.42 -1.49 -1.08
C 19.700000 13.153000 20.355000 -2.24 0.57 1.78 -0.59
C 21.086000 13.867000 20.534000 -2.09 -1.30 1.12 -0.70
S 21.534000 14.042000 18.901000 -3.74 -6.97 -1.64 1.03
O 21.895000 12.770000 18.321000 -0.58 -0.69 0.79 -0.75
O 22.430000 15.003000 18.701000 7.06 8.02 -1.03 -0.57
C 20.010000 14.543000 18.335000 -1.10 2.85 -3.30 0.10
H 18.351000 14.457000 19.325000 -6.89 6.87 3.49 0.65
H 18.407000 12.970000 18.472000 0.15 0.42 -0.01 0.27
H 19.724000 12.063000 20.472000 0.41 0.20 -1.02 0.30
H 19.049000 13.371000 21.276000 0.89 0.17 -1.20 0.33
H 21.861000 13.313000 21.015000 0.36 -0.91 0.27 0.45
H 20.950000 14.734000 21.164000 0.11 0.78 -0.59 0.31
H 19.956000 14.772000 17.157000 0.47 -1.26 2.22 0.10
H 20.158000 15.644000 18.622000 -1.15 -1.21 0.27 0.10
C 21.461000 16.061000 11.298000 -2.20 3.15 -4.14 0.33
C 22.603000 16.996000 10.777000 -1.94 0.58 0.51 -0.77
C 22.716000 16.729000 9.345000 2.46 3.25 -3.03 -0.70
S 22.002000 15.145000 9.054000 1.07 -2.62 -1.27 1.22
O 23.077000 14.287000 8.560000 -0.89 0.66 0.74 -0.70
O 20.817000 15.234000 8.295000 -1.90 0.72 -1.74 -0.71
C 21.483000 14.691000 10.724000 3.03 4.74 -2.52 -1.39
H 20.442000 16.549000 11.033000 1.48 -0.70 0.67 0.18
H 21.635000 16.058000 12.247000 0.06 -0.21 6.27 -0.14
H 23.475000 16.617000 11.098000 3.12 -1.51 2.21 0.26
H 22.652000 18.074000 11.120000 -0.81 -1.18 -0.58 0.45
H 23.823000 16.896000 8.891000 -2.30 -1.33 1.25 0.36
H 22.263000 17.579000 8.806000 -0.89 -1.01 -0.29 0.32
H 22.358000 14.246000 10.906000 3.33 -2.09 1.96 0.26
H 20.720000 14.123000 10.998000 -3.69 -2.48 -0.01 1.13

34
Properties=species:S:1:pos:R:3:forces:R:3:mulliken_charge:R:1 method="wB97M-V/def2-TZVPD" homo_lumo_gap_ev="7.17 / 5.60" total_charge=-1 lumo_energy_ev="2.57 / 2.22"
C -0.749919 -4.033188 -0.396388 0.60 0.02 0.12 -0.55
C -0.769364 -3.892944 1.024043 0.56 0.02 -0.32 -0.50
C 0.481452 -3.337205 1.431302 -0.15 -0.01 -1.00 -0.60
C 1.280159 -3.120258 0.253152 -1.33 -0.60 -0.07 -0.42
C 0.521046 -3.556280 -0.874567 0.02 -0.30 0.91 -0.63
La -1.250765 -1.346649 -0.599350 5.99 -1.99 1.99 0.99
N -1.104835 -2.099193 -2.652868 -4.34 1.15 -3.83 -0.54
C -3.425055 -0.748178 -0.091137 -1.61 2.41 -2.57 -0.62
C -3.516611 -1.714441 0.913469 0.01 0.55 0.43 -0.83
H 0.823775 -3.203393 2.455827 -0.20 0.13 -0.26 0.40
H -1.560495 -4.264196 1.678177 0.25 0.35 -0.19 0.39
H 2.297237 -2.753111 0.225653 -0.13 0.12 0.03 0.42
H 0.826534 -3.521144 -1.918097 -0.04 -0.01 0.35 0.46
H -1.552403 -4.420260 -1.030669 0.33 0.02 0.29 0.47
H -3.816236 -2.718988 0.619689 -0.27 0.16 -0.24 0.29
H -2.610386 0.134218 -0.418918 -3.95 -0.33 2.31 0.24
H -2.232376 -1.769354 -3.203779 3.88 -1.15 1.77 0.15
H -4.021913 -1.366873 1.786345 0.64 -0.14 1.50 0.33
H -3.995903 -0.979586 -0.979152 0.16 0.07 -0.90 0.32
O 3.271417 1.676241 -0.410245 -0.15 0.36 0.17 -0.67
C 2.531471 2.746915 -0.074294 -0.03 0.04 -0.15 0.46
C 3.181073 3.999468 -0.019334 -0.37 0.20 0.17 -0.69
C 2.442442 5.141367 0.287356 -0.69 -0.36 0.09 -0.19
C 1.054356 5.054072 0.512190 -0.54 -0.59 -0.03 -0.67
C 0.406817 3.796953 0.419686 0.46 0.48 0.20 -0.33
C 1.125841 2.617592 0.170620 1.36 1.71 -0.22 -0.12
C 0.454818 1.322112 0.037626 -0.80 -1.39 -0.28 1.31
O -0.783967 1.258650 0.331546 1.23 -0.62 -0.69 -0.80
O 1.149479 0.318291 -0.409148 -1.49 0.97 0.59 -0.92
H 2.599949 0.939345 -0.481929 0.06 -0.29 -0.05 0.44
H 4.256473 4.077616 -0.226735 -0.55 -0.25 0.09 0.37
H 2.916700 6.120106 0.344512 0.04 -0.24 -0.03 0.35
H 0.447583 5.947061 0.760616 0.56 -0.61 -0.27 0.33
H -0.678396 3.695235 0.534801 0.48 0.13 0.07 0.37

82
Properties=species:S:1:pos:R:3:forces:R:3:mulliken_charge:R:1 method="wB97M-V/def2-TZVPD" homo_lumo_gap_ev=4.84 total_charge=-2 lumo_energy_ev=4.31
Pt 0.696709 0.999289 -0.497185 0.33 -0.67 -0.62 2.20
S -0.915118 2.357168 -1.994212 0.07 -0.13 0.27 -0.34
C -2.477657 2.101234 -1.273968 -0.16 0.01 0.08 0.62
C -3.435093 3.134173 -1.214556 0.14 0.02 -0.06 -0.70
C -4.702069 2.921788 -0.711376 -0.06 -0.05 0.03 -0.60
C -5.074475 1.664869 -0.230170 0.02 0.05 -0.03 -0.70
C -4.145789 0.636700 -0.250741 0.01 0.06 -0.01 -0.36
C -2.862838 0.846355 -0.752910 0.02 0.00 -0.02 -0.21
As -1.437767 -0.443188 -0.649616 0.03 -0.37 0.17 -0.11
C -1.335559 -1.094697 -2.485840 -0.04 0.11 0.04 0.07
C -2.307851 -0.794483 -3.432455 0.01 -0.07 -0.03 -0.29
C -2.203191 -1.296941 -4.722017 -0.03 0.03 0.01 -0.66
C -1.122854 -2.096168 -5.073436 0.02 -0.01 -0.02 -0.52
C -0.141619 -2.382189 -4.135558 -0.01 0.02 0.02 -0.52
C -0.246729 -1.877426 -2.846242 0.03 -0.01 -0.05 0.35
C -2.434079 -2.003892 0.099242 -0.13 0.09 -0.17 0.02
C -2.747875 -2.005400 1.458323 -0.05 -0.10 0.03 -0.06
C -3.346288 -3.106469 2.055591 0.04 0.05 -0.03 -0.80
C -3.629793 -4.239291 1.303220 -0.03 -0.04 0.03 -0.53
C -3.318334 -4.253880 -0.047770 0.04 0.05 -0.04 -0.66
C -2.729140 -3.143626 -0.644929 0.00 -0.10 0.06 -0.50
H -3.143651 4.111089 -1.582243 -0.01 0.01 0.01 0.37
H -5.410868 3.743023 -0.688933 0.00 0.00 0.01 0.31
H -6.070131 1.492338 0.161633 -0.01 0.01 -0.01 0.34
H -4.423359 -0.339229 0.129369 0.01 -0.01 0.00 0.33
H -3.139315 -0.153877 -3.162274 0.00 0.00 0.00 0.32
H -2.959058 -1.047483 -5.458115 0.01 -0.01 -0.01 0.38
H -1.032925 -2.474058 -6.085503 0.00 0.00 0.00 0.33
H 0.725895 -2.969838 -4.409270 0.00 0.00 -0.01 0.40
H 0.547691 -2.063766 -2.134314 0.00 0.02 0.02 -0.09
H -2.527402 -1.134986 2.062447 0.03 0.06 0.00 0.30
H -3.580811 -3.080596 3.113733 -0.01 -0.01 0.00 0.39
H -4.085747 -5.105363 1.769134 0.00 0.00 0.00 0.33
H -3.531090 -5.132338 -0.646782 -0.01 -0.01 0.01 0.38
H -2.491349 -3.173868 -1.701396 -0.01 0.01 0.01 0.33
C 1.717760 1.819612 2.628724 0.05 0.00 0.12 -1.23
Si 0.245158 2.004265 1.458061 -0.12 0.11 -0.18 0.67
C -1.240677 1.364944 2.426876 -0.05 0.11 0.18 -1.05
C 0.030368 3.885689 1.306718 -0.04 0.12 0.17 0.78
C 0.442215 4.594258 0.175337 0.09 0.01 -0.01 -0.23
C 0.330843 5.978899 0.117237 0.00 -0.04 -0.01 -0.80
C -0.197259 6.688238 1.186922 -0.01 0.03 0.01 -0.33
C -0.603600 6.006658 2.326200 0.00 -0.01 0.00 -0.66
C -0.483261 4.623625 2.378884 -0.04 0.01 -0.07 -0.31
H 1.578484 2.443988 3.519396 0.03 -0.02 0.01 0.56
H 2.635210 2.128377 2.123588 -0.01 0.02 -0.01 0.15
H 1.842653 0.779542 2.943606 -0.01 0.00 0.02 0.21
H -1.357152 1.897606 3.377034 -0.03 -0.02 0.00 0.65
H -1.070476 0.310987 2.655534 0.00 -0.05 0.01 -0.08
H -2.168972 1.461415 1.859667 0.00 -0.01 0.00 0.39
H 0.856656 4.052625 -0.667339 0.02 0.02 0.04 0.28
H 0.655665 6.501151 -0.775300 0.00 0.01 0.00 0.38
H -0.291341 7.767815 1.135445 0.00 0.00 0.00 0.34
H -1.016417 6.549898 3.169885 0.00 0.00 0.00 0.35
H -0.807443 4.109522 3.278688 0.00 -0.01 0.00 0.21
C 4.972011 -2.402902 -1.156565 0.08 -0.03 0.04 -1.32
C 3.473211 -2.529229 -0.916108 -0.01 -0.03 -0.15 -0.41
Sb 2.599125 -1.053766 0.379070 -0.62 0.19 0.15 -0.13
C 1.124848 -2.469112 1.205501 -0.05 0.01 0.13 0.20
C 1.540509 -3.876808 1.617561 0.07 -0.05 0.00 -1.51
C 3.927245 -1.440804 2.055961 0.20 0.19 0.02 -0.86
C 5.063178 -0.426951 2.168213 0.05 0.02 -0.01 -1.09
H 5.332962 -3.202315 -1.814329 -0.02 0.00 0.00 0.43
H 5.530332 -2.485757 -0.218047 -0.01 0.00 0.00 0.22
H 5.214125 -1.441352 -1.604306 -0.04 0.02 -0.01 0.27
H 3.245560 -3.489985 -0.449184 -0.02 -0.02 -0.04 0.53
H 2.922367 -2.462407 -1.856303 0.03 0.03 -0.01 0.06
H 0.287680 -2.519814 0.505691 0.02 0.00 -0.02 -0.08
H 0.735933 -1.924635 2.075851 -0.04 -0.01 -0.02 0.27
H 1.783968 -4.494981 0.750377 0.00 0.01 -0.01 0.33
H 0.742503 -4.397912 2.159302 -0.02 0.02 -0.01 0.40
H 2.422292 -3.875862 2.265325 -0.01 0.03 0.00 0.28
H 4.313045 -2.458319 1.948362 0.00 -0.01 0.02 0.49
H 3.294543 -1.418456 2.948087 -0.01 -0.01 -0.01 0.48
H 5.732688 -0.488013 1.308211 -0.02 0.01 -0.02 0.26
H 5.664213 -0.569224 3.073968 -0.01 -0.04 0.00 0.36
H 4.678891 0.594615 2.183987 -0.02 -0.01 0.01 0.16
O 1.936356 0.083431 -2.253896 0.11 0.33 -0.08 -0.67
S 3.109468 1.073914 -2.150272 -0.65 0.30 0.39 0.99
O 3.663139 1.359871 -3.457742 0.04 -0.07 -0.11 -0.75
O 2.519809 2.278948 -1.482352 0.50 0.01 -0.26 -0.65
O 4.111115 0.473739 -1.232412 0.29 -0.17 -0.02 -0.69